Run P
Molecular formula: H16O8
Method: DFT, ωB97M-V with the def2-TZVPD basis set

## Properties
**Net charge**: 0
**LUMO**: -0.0199 Eh
**Kohn-Sham gap**: 9.55 eV
**SMILES**: O.O.O.O.O.O.O.O
**HOMO**: -0.37069 hartree
**M**: 144.12 g mol⁻¹

Each line ends with the Löwdin charge.
Positions of all 24 atoms, in Å:
O (0.243, 2.062, 1.531)  -0.055
H (1.112, 1.547, 1.546)  -0.003
H (-0.100, 1.341, 1.152)  -0.115
O (-0.427, -0.128, 0.022)  -0.077
H (-0.920, -0.645, -0.721)  0.059
H (0.195, -0.674, 0.382)  -0.053
O (-2.503, -1.498, 2.242)  -0.027
H (-2.040, -0.732, 2.533)  0.018
H (-2.219, -1.655, 1.357)  -0.008
O (-2.063, 2.113, -2.121)  -0.194
H (-2.253, 1.808, -1.139)  0.070
H (-1.071, 1.681, -2.196)  0.061
O (0.808, 1.537, -1.903)  -0.090
H (0.717, 0.933, -1.012)  0.089
H (1.341, 2.223, -1.621)  -0.005
O (2.628, 0.954, 1.537)  -0.117
H (3.221, 0.594, 2.328)  0.137
H (2.680, 0.279, 0.781)  0.063
O (1.784, -1.656, 0.527)  -0.103
H (2.103, -2.139, 1.398)  0.137
H (2.245, -2.133, -0.213)  0.091
O (-1.458, -1.680, -1.968)  -0.143
H (-2.123, -2.454, -1.552)  0.161
H (-1.899, -1.677, -2.892)  0.105



Run Q
Molecular formula: H16O8
Method: DFT, ωB97M-V with the def2-TZVPD basis set

## Properties
**Net charge**: 0
**LUMO**: 0.0074 Eh
**Kohn-Sham gap**: 10.19 eV
**SMILES**: O.O.O.O.O.O.O.O
**HOMO**: -0.36700 hartree
**M**: 144.12 g mol⁻¹

Each line ends with the Löwdin charge.
Positions of all 24 atoms, in Å:
O (-0.718, -1.017, -0.299)  -0.090
H (-0.436, -0.232, -0.753)  0.014
H (-0.711, -1.864, -0.866)  0.090
O (-0.099, 2.410, 1.837)  -0.087
H (-0.939, 2.422, 1.424)  0.048
H (0.558, 2.225, 1.164)  0.027
O (-5.096, -0.504, -0.703)  -0.007
H (-4.201, -0.177, -0.826)  0.022
H (-5.731, 0.073, -0.991)  -0.012
O (2.382, -2.439, 1.525)  -0.045
H (2.563, -2.722, 0.683)  -0.026
H (3.245, -2.245, 2.017)  0.082
O (-2.199, -0.882, -2.656)  -0.032
H (-2.892, -1.476, -2.501)  0.006
H (-2.296, -0.289, -1.906)  0.012
O (0.046, 1.348, 3.367)  -0.122
H (0.039, 0.762, 4.111)  0.024
H (-0.281, 0.965, 2.516)  0.055
O (2.281, 1.115, 1.025)  -0.081
H (2.818, 0.480, 1.486)  0.015
H (2.398, 1.997, 1.553)  0.105
O (2.976, 0.324, -3.537)  -0.085
H (2.506, -0.118, -4.306)  0.067
H (3.788, -0.154, -3.365)  0.019



What should be chosen as the most stable of them? Choose run P.



Run P
Molecular formula: H16O8
Method: DFT, ωB97M-V with the def2-TZVPD basis set

## Properties
**Net charge**: 0
**LUMO**: -0.0019 Eh
**Kohn-Sham gap**: 10.57 eV
**SMILES**: O.O.O.O.O.O.O.O
**HOMO**: -0.39043 hartree
**M**: 144.12 g mol⁻¹

Each line ends with the Löwdin charge.
Positions of all 24 atoms, in Å:
O (-0.454, 0.399, -0.231)  -0.063
H (0.226, 0.851, 0.296)  0.014
H (-0.912, -0.170, 0.403)  0.026
O (-1.376, 0.149, -3.123)  -0.047
H (-1.732, 0.740, -3.795)  0.051
H (-2.022, 0.170, -2.406)  0.049
O (-1.149, 2.737, -1.628)  -0.077
H (-0.780, 1.907, -1.252)  -0.011
H (-1.419, 2.488, -2.511)  -0.002
O (-1.432, -1.667, 1.845)  -0.050
H (-1.808, -2.328, 1.248)  0.058
H (-2.111, -1.532, 2.517)  0.061
O (1.574, -2.257, 1.031)  -0.045
H (1.363, -1.485, 1.568)  0.010
H (0.819, -2.841, 1.149)  0.027
O (1.998, 1.387, 0.781)  -0.042
H (2.451, 2.231, 0.665)  0.071
H (2.228, 0.870, -0.007)  0.064
O (0.161, 0.632, 3.405)  -0.053
H (0.411, -0.220, 3.778)  0.034
H (0.844, 0.822, 2.748)  0.002
O (1.362, -0.955, -2.387)  -0.073
H (0.559, -0.417, -2.476)  -0.012
H (1.200, -1.510, -1.617)  0.008



Run Q
Molecular formula: H16O8
Method: DFT, ωB97M-V with the def2-TZVPD basis set

## Properties
**Net charge**: 0
**LUMO**: -0.0048 Eh
**Kohn-Sham gap**: 10.56 eV
**SMILES**: O.O.O.O.O.O.O.O
**HOMO**: -0.39301 hartree
**M**: 144.12 g mol⁻¹

Each line ends with the Löwdin charge.
Positions of all 24 atoms, in Å:
O (0.665, -1.541, -1.776)  -0.057
H (1.346, -1.863, -2.374)  0.064
H (1.115, -1.435, -0.917)  -0.008
O (-0.831, 3.560, -0.328)  -0.042
H (-0.729, 3.056, 0.483)  0.005
H (-1.415, 4.287, -0.088)  0.044
O (-1.088, 0.341, -2.984)  -0.072
H (-0.434, -0.363, -2.858)  -0.014
H (-1.846, 0.062, -2.465)  0.025
O (-3.244, -0.333, 2.003)  -0.070
H (-3.478, -1.065, 1.427)  0.028
H (-2.498, 0.102, 1.568)  -0.013
O (-0.202, -3.602, 0.479)  -0.056
H (0.300, -2.903, 0.046)  -0.028
H (0.384, -4.363, 0.473)  0.035
O (1.972, 2.712, 0.598)  -0.052
H (2.200, 2.585, 1.524)  0.040
H (1.645, 3.617, 0.543)  0.033
O (2.113, -1.565, 0.558)  -0.035
H (3.013, -1.534, 0.216)  0.073
H (2.140, -1.064, 1.380)  0.072
O (-0.524, 0.361, 1.189)  -0.031
H (-0.446, -0.241, 0.442)  0.041
H (-0.157, 1.190, 0.863)  0.016



Run R
Molecular formula: H16O8
Method: DFT, ωB97M-V with the def2-TZVPD basis set

## Properties
**Net charge**: 0
**LUMO**: 0.0092 Eh
**Kohn-Sham gap**: 11.65 eV
**SMILES**: O.O.O.O.O.O.O.O
**HOMO**: -0.41904 hartree
**M**: 144.12 g mol⁻¹

Each line ends with the Löwdin charge.
Positions of all 24 atoms, in Å:
O (3.917, 1.751, -3.658)  -0.054
H (3.253, 1.117, -3.386)  0.027
H (3.758, 1.879, -4.593)  0.026
O (-2.802, 2.722, 2.154)  -0.053
H (-3.243, 1.907, 1.915)  0.024
H (-2.437, 3.048, 1.332)  0.029
O (-3.876, 0.185, -4.992)  -0.055
H (-3.296, -0.170, -5.665)  0.028
H (-3.485, 1.027, -4.758)  0.027
O (-3.535, -2.106, 0.456)  -0.055
H (-4.430, -1.767, 0.430)  0.028
H (-3.524, -2.700, 1.207)  0.028
O (0.927, 5.726, 0.432)  -0.055
H (1.419, 4.983, 0.781)  0.028
H (1.183, 6.464, 0.984)  0.027
O (2.884, -1.837, 3.539)  -0.055
H (2.487, -1.948, 4.403)  0.027
H (3.396, -1.031, 3.612)  0.030
O (2.109, -6.318, 1.865)  -0.053
H (1.792, -6.759, 2.654)  0.027
H (2.109, -5.388, 2.094)  0.025
O (0.721, -0.013, -0.425)  -0.054
H (0.887, -0.688, 0.233)  0.027
H (-0.215, -0.085, -0.612)  0.026



Run S
Molecular formula: H16O8
Method: DFT, ωB97M-V with the def2-TZVPD basis set

## Properties
**Net charge**: 0
**LUMO**: -0.0098 Eh
**Kohn-Sham gap**: 9.86 eV
**SMILES**: O.O.O.O.O.O.O.O
**HOMO**: -0.37217 hartree
**M**: 144.12 g mol⁻¹

Each line ends with the Löwdin charge.
Positions of all 24 atoms, in Å:
O (-50.039, -5.500, -21.635)  -0.064
H (-50.672, -5.647, -21.063)  -0.102
H (-49.354, -4.821, -21.239)  0.102
O (-49.214, -3.235, -22.967)  -0.063
H (-50.029, -3.757, -22.710)  0.032
H (-48.678, -4.010, -22.962)  0.003
O (-48.033, -4.869, -19.592)  -0.058
H (-47.539, -5.676, -19.346)  0.065
H (-48.037, -4.196, -18.888)  0.062
O (-51.541, -6.312, -19.797)  -0.073
H (-50.862, -6.495, -19.070)  0.127
H (-51.818, -7.260, -19.764)  0.096
O (-53.944, -5.019, -19.902)  -0.095
H (-53.080, -5.386, -19.540)  0.011
H (-54.389, -5.579, -19.251)  0.023
O (-52.391, -7.581, -22.460)  -0.005
H (-52.361, -8.068, -23.310)  0.106
H (-53.104, -7.934, -22.083)  -0.009
O (-51.576, -5.472, -23.959)  -0.168
H (-52.407, -5.992, -23.521)  0.089
H (-50.793, -5.333, -23.339)  -0.001
O (-49.775, -8.513, -21.522)  -0.049
H (-49.176, -7.820, -21.773)  0.016
H (-50.506, -7.990, -21.805)  -0.045



What should be chosen as the most stable of them? Choose run P.